Below is a 2-piece molecular cluster, C16H16F4N overall in a non-equilibrium geometry, with properties calculated with ωB97M-V/def2-TZVPD.

Its charge is +1. As for the multiplicity: 1.

Geometry as XYZ:
```
37
C16H16F4N (ωB97M-V/def2-TZVPD)
F -2.792 3.085 -1.734
C -2.527 1.733 -1.702
C -3.615 0.863 -1.705
C -3.300 -0.497 -1.658
F -4.340 -1.400 -1.685
C -2.004 -0.977 -1.609
C -0.891 -0.068 -1.572
C 0.404 -0.639 -1.413
C 1.705 -0.076 -1.552
C 2.807 -0.995 -1.614
C 4.107 -0.529 -1.674
F 5.137 -1.442 -1.738
C 4.437 0.828 -1.712
C 3.359 1.709 -1.679
F 3.637 3.060 -1.726
C 2.026 1.315 -1.626
C -1.198 1.323 -1.683
H -4.641 1.213 -1.762
H -1.815 -2.051 -1.591
H 0.400 -1.727 -1.274
H 2.607 -2.066 -1.608
H 5.466 1.168 -1.785
H 1.259 2.081 -1.622
H -0.421 2.077 -1.743
C -1.719 -1.376 4.322
C -0.530 -0.666 3.681
C -0.760 -0.298 2.213
N 0.392 0.325 1.614
H -1.496 -1.641 5.360
H -2.613 -0.742 4.331
H -1.973 -2.304 3.796
H -0.318 0.265 4.221
H 0.363 -1.297 3.762
H -1.105 -1.177 1.637
H -1.565 0.449 2.156
H 1.258 -0.197 1.707
H 0.255 0.671 0.672
```



Below is one molecule with the formula C6H10N2 in a non-equilibrium geometry, with properties calculated with ωB97M-V/def2-TZVPD.

Its SMILES is [H]/N=C(/C(=C)C)N1CC1. As for the multiplicity: 1.

Geometry as XYZ:
```
18
C6H10N2 (ωB97M-V/def2-TZVPD)
H 0.711 2.588 -0.296
N -0.142 2.225 -0.032
C -0.003 1.001 -0.139
C -1.182 0.124 0.160
C -1.275 -0.254 1.460
C -2.056 -0.370 -0.976
N 1.100 0.224 -0.434
C 2.401 0.095 0.147
C 1.557 -1.074 -0.170
H -2.142 -0.771 1.837
H -0.431 0.190 2.074
H -2.429 0.514 -1.708
H -1.575 -1.194 -1.529
H -2.953 -0.820 -0.510
H 3.212 0.337 -0.577
H 2.466 0.420 1.182
H 1.598 -1.626 -1.114
H 1.144 -1.608 0.627
```



Energy relative to the best compared isomer or geometry (same formula, charge and spin) / kcal/mol: 13.8; 73.7
Energy / a.u.: -1073.18702; -344.01920